Arrangement 1

9
Properties=species:S:1:pos:R:3 method="wB97M-V/def2-TZVPD" charge=0 e_lumo_ev="-1.08 / -0.80" smiles="CP/N=P/Cl"
C -1.35794 -0.46760 0.20468
P -0.35235 1.11074 0.13787
N 1.11798 0.86108 -0.38316
P 2.03582 -0.85644 0.23957
Cl 3.81101 -0.20483 -0.24874
H -1.31623 -1.17747 -0.60352
H -2.43902 -0.21435 0.44491
H -0.90629 -1.01770 1.17099
H -0.59298 1.96657 -0.96260

Arrangement 2

9
Properties=species:S:1:pos:R:3 method="wB97M-V/def2-TZVPD" charge=0 e_lumo_ev="-0.92 / -1.06"
C 1.21343 -0.08929 0.23998
N -1.43036 0.07955 -0.17562
P -0.36251 -1.01827 -0.38622
P -3.63395 -1.19936 -0.94701
Cl -3.68533 -0.69887 -2.83369
H 2.10367 -0.33064 -0.51695
H 0.95548 1.04353 0.18311
H 1.51860 -0.54418 1.09724
H -3.98089 0.01557 -0.43263

The data favor arrangement 1; the next most stable structure lies 0.627 eV above it.

Arrangement 1

53
Properties=species:S:1:pos:R:3 method="wB97M-V/def2-TZVPD" charge=0 e_lumo_ev=0.82 smiles="CCOC(=O)[C@@H]1CCCN(C[C@@H](O)COCc2ccc3c(c2)OCO3)C1"
C -3.36543 -1.43400 -2.18839
C -4.01831 -0.26327 -1.46968
O -3.03659 0.57327 -0.85286
C -2.81712 0.43112 0.45286
O -3.39306 -0.36397 1.15409
C -1.76334 1.39668 0.94986
C -2.06572 2.83269 0.51384
C -0.94169 3.74695 0.98618
C 0.39896 3.23901 0.46020
N 0.61205 1.89049 0.95025
C 1.97159 1.40805 0.89608
C 2.54741 1.05939 -0.49208
O 2.55527 2.15461 -1.38244
C 3.98485 0.51784 -0.34008
O 4.12344 -0.61218 0.48077
C 3.80001 -1.85358 -0.11677
C 2.32598 -2.18102 -0.10096
C 1.62308 -2.37762 -1.27800
C 0.26443 -2.69103 -1.28049
C -0.35544 -2.79078 -0.06018
C 0.34310 -2.58377 1.13309
C 1.68203 -2.28472 1.13753
O -0.50734 -2.73758 2.18956
C -1.77409 -3.03179 1.63379
O -1.65905 -3.08595 0.22367
C -0.38092 0.98515 0.41750
H -2.87126 -2.08462 -1.47179
H -2.63284 -1.06961 -2.90475
H -4.12518 -2.00373 -2.71608
H -4.54857 0.38253 -2.17489
H -4.70957 -0.62137 -0.70037
H -1.74383 1.33644 2.04158
H -3.02159 3.15681 0.93033
H -2.13669 2.86661 -0.57485
H -1.11256 4.76628 0.63642
H -0.91224 3.75466 2.07673
H 1.20406 3.87595 0.83539
H 0.40136 3.28367 -0.64093
H 2.60832 2.16984 1.35915
H 2.03332 0.50256 1.50596
H 1.91872 0.30501 -0.97377
H 3.06797 2.86912 -0.98595
H 4.38847 0.32039 -1.34477
H 4.60113 1.29132 0.13414
H 4.33945 -2.59551 0.48196
H 4.18244 -1.88665 -1.14611
H 2.13671 -2.29264 -2.22393
H -0.27631 -2.85140 -2.19787
H 2.22324 -2.13111 2.05605
H -2.49531 -2.24813 1.90907
H -2.12027 -4.00768 2.00746
H -0.14094 -0.02710 0.75013
H -0.41213 0.99438 -0.68560

Arrangement 2

53
Properties=species:S:1:pos:R:3 method="wB97M-V/def2-TZVPD" charge=0 e_lumo_ev=0.11 smiles="CCOc1ccc(C(=O)OCC(=O)N2C[C@@H](C)O[C@@H](C)C2)cc1OCC"
C 3.02602 -3.58668 3.38341
C 1.71534 -4.30136 3.30299
O 0.82943 -3.56272 3.44731
C 0.26384 -2.76591 2.55025
C 0.74306 -2.88159 1.36010
C 0.17979 -2.36353 0.02950
C -0.83784 -1.43165 0.27980
C -1.40687 -0.62992 -0.81414
O -2.43880 0.29902 -0.48615
O -1.01605 -0.82671 -1.96860
C -1.51509 -0.07193 -2.96131
C -1.31234 1.43712 -2.96349
O -2.59082 1.94116 -3.52083
N -0.45005 2.05557 -2.26009
C -0.40743 3.47274 -2.09689
C 0.53941 4.15399 -2.92245
C 0.45550 5.61641 -2.52074
O 1.74497 3.81379 -2.39068
C 1.88768 2.27264 -2.83014
C 3.45150 1.78446 -2.37499
C 0.85248 1.56159 -2.02111
C -1.26186 -1.07897 1.57292
C -1.00117 -1.88821 2.70719
O -1.45869 -1.69089 3.87174
C -0.48296 -1.64407 5.04149
C 0.43042 -0.68568 5.13511
H 3.14857 -3.10304 4.20208
H 3.08669 -3.06015 2.43903
H 3.82229 -4.36889 3.10365
H 1.50153 -5.00159 2.40231
H 1.68939 -4.98557 4.27234
H 1.36211 -3.77140 1.08974
H 0.48324 -2.51218 -1.00054
H -2.53397 -0.68601 -3.48763
H -0.80418 -0.37731 -4.02898
H -1.54834 3.65286 -2.49400
H -0.36759 3.75804 -1.21593
H 0.52554 4.10413 -4.03472
H -0.31464 6.29151 -2.89656
H 1.28385 6.18672 -2.93991
H 0.78485 5.78802 -1.48243
H 1.90597 2.22183 -3.94307
H 3.52728 1.95194 -1.29743
H 3.86639 2.35614 -2.98455
H 3.49103 0.62108 -2.74598
H 0.81348 0.36672 -2.35325
H 1.06188 1.50133 -1.02288
H -2.16272 -0.32899 1.86027
H -0.36700 -2.61151 5.39093
H -1.51092 -1.31251 5.70822
H 1.02802 -0.83031 6.05974
H 1.26305 -0.96645 4.54945
H 0.36729 0.41873 4.95626

The data favor arrangement 1; the next most stable structure lies 16.159 eV above it.

Arrangement 1

13
Properties=species:S:1:pos:R:3 method="wB97M-V/def2-TZVPD" charge=0 e_lumo_ev=-0.36 smiles="S=C[C@H]1S[C@H]1CS"
S 1.38669 2.15328 -0.01532
C 0.05066 1.32543 -0.34869
C -0.90522 0.67796 0.59177
S -2.33901 0.00060 -0.17664
C -0.90218 -0.81139 0.51707
C -0.04342 -1.57963 -0.44735
S 1.67248 -1.69830 0.16683
H -0.30062 1.23905 -1.38384
H -1.10704 1.14140 1.56545
H -1.04269 -1.33375 1.44993
H -0.41301 -2.62211 -0.59108
H -0.00885 -1.21253 -1.51027
H 2.15060 -2.17569 -1.00499

Arrangement 2

13
Properties=species:S:1:pos:R:3 method="wB97M-V/def2-TZVPD" charge=0 e_lumo_ev=-0.62 smiles="S=CS[C@@H]1C[C@@H]1S"
S -1.61455 -2.37415 0.60338
C -1.49318 -1.60742 -0.83338
S -1.13068 0.12612 -1.35770
C -0.43877 0.88739 0.04472
C 0.95065 1.59907 -0.20292
C 0.79298 0.31773 0.80074
S 1.80890 -1.21575 0.38614
H -1.86078 -1.85964 -1.80039
H -0.95898 1.71841 0.84279
H 1.57994 1.36817 -1.12659
H 0.67814 2.68183 0.24063
H 0.73441 0.62597 2.00348
H 0.95191 -2.26773 0.39910

The data favor arrangement 1; the next most stable structure lies 2.505 eV above it.

Arrangement 1

13
Properties=species:S:1:pos:R:3 method="wB97M-V/def2-TZVPD" charge=0 e_lumo_ev=-0.47 smiles="S=C1[C@H](S)C[C@H]1S"
S -0.12594 -2.56980 -0.82399
C -0.14275 -1.08049 -0.31110
C -0.83771 -0.27891 0.79357
S -2.49796 0.36685 0.36456
C 0.31533 0.78715 0.66007
C 0.63072 0.18878 -0.71297
S 2.27369 0.13065 -1.27663
H -1.04461 -0.87414 1.73487
H -2.22818 0.67444 -0.94206
H -0.03326 1.83660 0.74045
H 1.13467 0.60057 1.30957
H -0.11288 0.69696 -1.44067
H 2.66888 -0.47866 -0.09569

Arrangement 2

13
Properties=species:S:1:pos:R:3 method="wB97M-V/def2-TZVPD" charge=0 e_lumo_ev=-0.61 smiles="S=C[C@@H](S)/C=C/S"
S 0.92317 -2.21005 2.30060
C -0.03736 -1.55056 1.12650
C 0.47855 -0.91363 -0.13215
S 0.21141 -2.07038 -1.47744
C -0.21118 0.46322 -0.48448
C 0.11929 1.71403 -0.27014
S -0.60378 3.24678 -0.73711
H -1.15638 -1.73081 1.28588
H 1.64809 -0.80102 0.06104
H -1.03991 -2.09940 -1.30545
H -1.21062 0.38239 -0.94345
H 1.09744 1.90465 0.13991
H -0.21873 3.66479 0.43627

The data favor arrangement 1; the next most stable structure lies 0.653 eV above it.

Arrangement 1

23
Properties=species:S:1:pos:R:3 method="wB97M-V/def2-TZVPD" charge=0 e_lumo_ev=0.31 smiles="NCC(=O)N[C@@H](CC(=O)O)C(=O)O"
N 2.78207 -1.31812 0.83311
C 2.99363 -0.39063 -0.30122
C 1.67580 0.39712 -0.60215
O 1.67406 1.35872 -1.32860
N 0.59133 -0.11786 0.04333
C -0.75607 0.23858 -0.27701
C -1.80016 -0.74786 0.32458
C -3.20550 -0.65568 -0.33497
O -3.62426 -1.49338 -1.08103
O -4.00230 0.35271 0.03526
C -0.99099 1.66904 0.22807
O -1.92323 1.83771 0.98012
O -0.17483 2.61325 -0.17782
H 3.35755 -2.16724 0.77738
H 2.94565 -0.89720 1.74992
H 3.23852 -0.90923 -1.19356
H 3.80458 0.30322 -0.08496
H 0.72804 -1.03623 0.47864
H -0.85964 0.22623 -1.37872
H -1.42852 -1.73696 0.12008
H -1.98065 -0.67475 1.39234
H -3.53093 0.95809 0.63106
H 0.48587 2.19047 -0.83382

Arrangement 2

23
Properties=species:S:1:pos:R:3 method="wB97M-V/def2-TZVPD" charge=0 e_lumo_ev="-0.92 / -0.91" smiles="CCOC(=O)/[N+]([O-])=C(/CC)[N+](=O)[O-]"
C 2.93440 -2.33825 -1.02051
C 2.78104 -0.80249 -1.15896
O 1.65802 -0.16185 -0.56080
C 0.47295 -0.10975 -1.11825
O 0.07769 -0.45171 -2.14788
N -0.58380 0.22267 0.09591
O -0.94657 -0.91302 0.48235
C -0.99032 1.36763 0.65446
C -1.89716 1.42130 1.82214
C -3.19174 0.97629 1.31479
N -0.47943 2.52161 0.03730
O -0.94013 3.56527 0.36854
O 0.42786 2.41898 -0.78434
H 2.04337 -2.71026 -0.47541
H 3.14218 -2.86612 -2.06718
H 3.72139 -2.72275 -0.35051
H 2.64179 -0.54152 -2.24631
H 3.57482 -0.26770 -0.58826
H -1.75732 2.49437 2.29893
H -1.45699 0.71043 2.62573
H -3.08776 -0.06616 1.03023
H -3.28650 1.43518 0.27689
H -4.01503 1.06628 2.09226

The data favor arrangement 1; the next most stable structure lies 8.173 eV above it.

Arrangement 1

23
Properties=species:S:1:pos:R:3 method="wB97M-V/def2-TZVPD" charge=0 e_lumo_ev=0.20
C 1.28758 1.08281 2.36340
C 0.76852 0.82986 0.85261
C -0.91363 -0.48338 -0.52523
C -1.18149 -2.00917 -0.62735
C -1.31758 0.57281 -1.63639
C -0.17794 0.52097 -2.62888
H 0.95126 -0.63097 3.93032
H 2.67422 -0.53658 2.93847
H 2.33109 1.61851 2.27647
H 0.22963 1.77117 2.85845
H 0.06892 -0.95260 1.32499
H -1.63162 -0.33533 0.22535
H -1.37137 1.56424 -1.34581
H -2.24293 0.19435 -1.99363
H 0.70502 1.83299 -1.71024
H -0.89304 -1.98857 -2.52526
N 1.58158 -0.35007 2.79179
N 0.36468 -0.30739 0.46507
O 0.56753 1.92487 0.26672
O -1.39299 -2.64233 0.37534
O -0.18173 -0.52474 -3.24482
O 0.76569 1.39551 -2.64581
O -0.99143 -2.54696 -1.78555

Arrangement 2

23
Properties=species:S:1:pos:R:3 method="wB97M-V/def2-TZVPD" charge=0 e_lumo_ev=0.38
C -1.17022 -1.51417 0.70180
C 1.14657 -0.70883 1.21080
C -1.64612 -0.12582 0.54622
C 0.04133 0.49204 -0.63706
C 0.13674 -0.33213 -1.89750
C 2.16414 1.28400 0.33806
N 0.09888 -1.65039 1.18605
N 1.08778 0.30458 0.30537
O -1.84723 -2.45284 0.32196
O 2.08453 -0.87998 1.95065
O -1.51179 0.71268 1.61083
O -2.78907 0.00628 -0.19023
O -0.21584 1.83626 -0.82722
H 0.97900 0.02405 -2.49614
H -0.77661 -0.24094 -2.48411
H 0.30218 -1.37892 -1.65954
H 3.07097 0.77379 0.65697
H 2.29693 1.70189 -0.65671
H 1.93908 2.08400 1.04301
H 0.35693 -2.57352 1.51281
H -1.75362 1.60973 1.34004
H -3.13225 -0.89255 -0.33816
H -0.86230 1.92080 -1.53789

The data favor arrangement 2; the next most stable structure lies 3.333 eV above it.

Arrangement 1

26
Properties=species:S:1:pos:R:3 method="wB97M-V/def2-TZVPD" charge=0 e_lumo_ev=-0.09 smiles=C.O.O.O.O.O.O.O
C 0.80652 0.27549 1.83384
H 1.79725 0.66709 2.07745
H 0.82094 -0.06835 0.80129
H 0.54312 -0.54896 2.48601
H 0.07540 1.07849 1.93322
O 0.44088 -1.32792 -1.83506
H -0.22882 -1.85784 -1.37601
H 1.26795 -1.43901 -1.32285
O 0.26236 1.41387 -1.74716
H 0.00795 0.47152 -1.80515
H -0.57775 1.83025 -1.49026
O -2.47110 1.22295 -0.93414
H -2.30186 0.28592 -1.11704
H -2.61968 1.22254 0.02764
O -2.87549 0.50703 1.96969
H -2.19727 0.68879 2.63338
H -3.35904 -0.24898 2.32826
O 2.82526 -1.35129 -0.46841
H 3.23665 -1.11357 -1.30566
H 2.75621 -0.49953 -0.01624
O 2.77770 1.26410 -0.73310
H 3.26692 2.09113 -0.71332
H 1.93789 1.45991 -1.20616
O -1.90222 -1.87518 -0.29740
H -2.38639 -2.70871 -0.28227
H -1.90339 -1.43973 0.55943

Arrangement 2

26
Properties=species:S:1:pos:R:3 method="wB97M-V/def2-TZVPD" charge=0 e_lumo_ev=0.19 smiles=C.O.O.O.O.O.O.O
C -2.08053 2.01532 -2.29237
H -1.67811 2.46034 -3.18804
H -1.37188 1.34092 -1.75123
H -2.97615 1.46895 -2.26300
H -2.50843 2.75543 -1.70168
O -1.17108 0.83104 1.14328
H -0.79813 0.12996 1.65721
H -0.80251 1.49925 1.70588
O 2.23864 1.07520 2.12508
H 2.36055 1.64839 2.84356
H 2.74367 1.14049 1.24853
O -3.30477 -1.97109 -0.02486
H -3.77969 -1.98904 0.85957
H -3.91421 -1.41858 -0.54483
O 3.13280 1.21507 -1.07280
H 3.12764 1.49104 -2.05645
H 3.30686 0.26968 -0.91726
O -0.91577 -2.56167 1.94013
H -1.73979 -2.02780 1.95919
H -1.14626 -3.19357 1.13184
O 2.83119 -2.19258 1.73445
H 2.90348 -1.15996 1.86826
H 1.97803 -2.33418 1.62705
O 1.40001 -0.33185 -2.29817
H 0.50228 -0.63846 -1.91331
H 1.66216 0.47770 -1.82002

The data favor arrangement 1; the next most stable structure lies 2.842 eV above it.

Arrangement 1

56
Properties=species:S:1:pos:R:3 method="wB97M-V/def2-TZVPD" charge=0 e_lumo_ev=0.71 smiles="COc1c(C)cc(C(=O)NCCCOCCNC(=O)C#C[C@H]2CCOC2)cc1Cl"
C 6.88666 -0.51884 1.57946
O 6.07768 -0.38360 0.41258
C 4.78223 -0.03905 0.67960
C 3.80880 -1.03515 0.77445
C 4.18418 -2.47987 0.59972
C 2.49582 -0.65839 1.01493
C 2.13191 0.67782 1.12791
C 0.67820 0.98270 1.34177
O -0.06100 0.18337 1.89645
N 0.24668 2.17534 0.86068
C -1.15606 2.55229 0.85118
C -1.61721 2.95458 -0.54374
C -3.11115 3.19811 -0.59192
O -3.74216 1.96632 -0.29263
C -5.13738 1.91744 -0.47736
C -5.46018 0.57054 -1.10233
N -4.92108 0.45757 -2.45452
C -3.55406 0.47514 -2.66305
O -3.03009 1.20138 -3.48386
C -2.77356 -0.44637 -1.85125
C -2.05006 -1.14045 -1.19068
C -1.12999 -1.93103 -0.38951
C -1.62533 -3.31804 0.03615
C -0.31422 -4.02089 0.38960
O 0.72938 -3.33533 -0.31745
C 0.16120 -2.30833 -1.11667
C 3.10373 1.66458 1.02806
C 4.42008 1.29903 0.80916
Cl 5.63567 2.52985 0.68240
H 7.87660 -0.80889 1.23749
H 6.95048 0.42670 2.12147
H 6.48687 -1.29139 2.24107
H 3.28972 -3.08514 0.46135
H 4.83319 -2.60625 -0.26648
H 4.72874 -2.85543 1.46849
H 1.73143 -1.42011 1.10299
H 0.88215 2.70346 0.28695
H -1.71742 1.68901 1.20086
H -1.32857 3.37337 1.55419
H -1.09964 3.86212 -0.87007
H -1.37596 2.16308 -1.25733
H -3.41290 3.96562 0.13417
H -3.40485 3.53470 -1.59264
H -5.65844 2.03041 0.48068
H -5.46923 2.72531 -1.14170
H -5.03677 -0.22245 -0.48529
H -6.53905 0.41901 -1.15009
H -5.34967 1.11490 -3.09623
H -0.87184 -1.35084 0.50168
H -2.31987 -3.27735 0.87305
H -2.12089 -3.80479 -0.80520
H -0.09558 -3.95501 1.45778
H -0.31631 -5.07305 0.09936
H -0.06235 -2.67334 -2.12596
H 0.87505 -1.48797 -1.18653
H 2.86641 2.71359 1.14681

Arrangement 2

56
Properties=species:S:1:pos:R:3 method="wB97M-V/def2-TZVPD" charge=0 e_lumo_ev=0.53 smiles="COc1c(C)cc(C(=O)NCCCOCCNC(=O)C#C[C@H]2CCOC2)cc1Cl"
C 4.93730 -7.47937 2.37685
O 5.31856 -6.12945 2.14557
C 4.62734 -5.51634 1.12674
C 5.16606 -5.49375 -0.16764
C 6.51666 -6.12761 -0.46468
C 4.47003 -4.85646 -1.19753
C 3.24278 -4.21908 -0.96237
C 2.52994 -3.52554 -2.10219
O 2.81355 -3.77565 -3.27149
N 1.61207 -2.60404 -1.77061
C 0.85706 -1.80160 -2.73297
C 1.64569 -0.56707 -3.20484
C 0.91580 0.27848 -4.25702
O 0.64258 -0.57264 -5.35890
C 0.67761 0.04356 -6.64282
C 0.70197 -1.07604 -7.70135
N 1.80550 -2.01493 -7.48596
C 3.06967 -1.79497 -7.84374
O 3.42647 -0.97600 -8.68445
C 3.95488 -2.71282 -7.15608
C 4.60193 -3.45096 -6.42888
C 5.30774 -4.30994 -5.46165
C 6.37852 -5.20055 -6.05811
C 7.23054 -5.57101 -4.84086
O 6.96433 -4.54514 -3.87718
C 6.11423 -3.53639 -4.42580
C 2.71507 -4.25192 0.33944
C 3.39947 -4.88741 1.37496
Cl 2.70291 -4.87735 2.95819
H 5.53273 -7.88772 3.19331
H 3.88694 -7.56248 2.66074
H 5.10897 -8.10158 1.49700
H 6.97832 -5.69415 -1.35316
H 7.20752 -5.95331 0.36127
H 6.41496 -7.20364 -0.60300
H 4.89735 -4.85215 -2.19168
H 1.48236 -2.41056 -0.79364
H 0.56167 -2.40757 -3.59532
H -0.09258 -1.48874 -2.29483
H 1.89790 0.06046 -2.35048
H 2.59401 -0.89486 -3.63476
H -0.01526 0.69226 -3.86732
H 1.55487 1.12059 -4.53216
H -0.18433 0.69806 -6.78051
H 1.57821 0.65163 -6.75505
H -0.23252 -1.63556 -7.64454
H 0.74495 -0.64631 -8.70540
H 1.68530 -2.71758 -6.77376
H 4.55618 -4.91309 -4.94786
H 5.96531 -6.07382 -6.56474
H 6.99048 -4.65695 -6.78191
H 6.90305 -6.53440 -4.44654
H 8.28666 -5.60181 -5.11392
H 6.72974 -2.74784 -4.86577
H 5.49335 -3.07012 -3.65932
H 1.76498 -3.79550 0.57310

The data favor arrangement 1; the next most stable structure lies 0.177 eV above it.